No. 1
50
Properties=species:S:1:pos:R:3 method="wB97M-V/def2-TZVPD" lumo_ev="-14.4 / -14.4" largest_force_ev_per_a=7.73 total_charge=+3 de_lowest_kcal_mol=19.91 gap_ev="3.58 / 3.58"
H 3.425 2.994 -2.255
N 0.735 0.321 1.283
H -1.797 4.301 -1.017
C -1.092 -5.707 0.411
C 1.106 0.942 2.273
C -2.869 -4.124 0.024
C 3.904 2.321 -1.532
O -0.333 -1.780 3.149
H 0.751 -4.897 1.302
C -2.212 3.912 -0.079
C -0.280 -4.710 0.980
H -2.349 0.802 2.035
C -2.561 1.807 1.644
O -3.408 -1.072 0.857
I -0.536 -0.349 -2.380
H 4.220 0.023 -2.985
C 3.773 -0.020 0.057
H 4.777 -0.243 -0.326
P -1.866 2.115 0.001
H 2.984 -1.196 -2.520
C -0.811 -3.463 1.157
Ti 0.453 1.141 -0.473
C -3.080 1.525 -1.216
H -3.305 4.070 -0.062
H -1.747 4.418 0.779
H -3.254 0.448 -1.109
H -2.101 2.501 2.363
C -2.512 -1.831 0.873
H -4.033 2.058 -1.134
H 0.327 3.480 0.755
O 1.593 -2.643 1.785
S 0.232 -2.117 1.843
H -3.647 1.947 1.628
C -2.379 -5.409 -0.064
C 1.029 3.052 0.028
H 2.037 2.974 0.457
H -2.987 -6.199 -0.504
H 3.859 0.602 0.956
H 4.071 2.871 -0.598
H -0.698 -6.714 0.352
H 2.518 0.178 -3.550
O 1.454 1.561 3.220
H 1.038 3.631 -0.904
H 3.259 -0.950 0.331
H 4.864 1.975 -1.938
C -2.091 -3.151 0.664
C 3.164 -0.138 -2.723
H -2.643 1.708 -2.203
P 2.846 0.860 -1.247
H -3.828 -3.827 -0.387

***

No. 2
60
Properties=species:S:1:pos:R:3 method="wB97M-V/def2-TZVPD" multiplicity=6 s2=8.7716 lumo_ev="-0.7 / -0.8" largest_force_ev_per_a=0.65 de_lowest_kcal_mol=5.08 gap_ev="6.30 / 7.42"
O 1.975 -1.877 -0.347
C -0.612 0.858 3.154
H 2.141 -3.747 -1.052
O -1.064 -7.067 -1.786
C -0.698 2.002 -3.540
H 1.030 2.703 5.440
O 1.029 0.381 -4.661
O -0.647 2.326 -0.893
H -2.979 -2.251 0.472
C 1.167 0.222 4.648
H 0.986 2.500 -2.395
H -0.192 3.202 4.256
H -1.997 -0.917 -4.360
H -0.757 2.392 -5.677
H 0.821 -0.807 4.574
C 1.481 -2.954 -0.656
S 2.464 1.316 -0.949
H -1.471 1.527 3.091
Ru 0.536 0.227 -0.855
H 1.973 2.908 1.373
N 1.678 2.743 3.458
H -3.589 1.422 -1.981
C 0.627 2.511 4.443
H 2.673 0.087 1.560
H 1.290 2.073 -3.974
H 3.073 -0.208 3.895
P -0.238 0.226 -3.907
H 0.408 3.466 1.943
H -1.422 3.706 -4.648
O -1.431 -0.290 -4.845
O -0.608 -1.267 0.432
H 0.473 -5.273 -1.397
C -1.335 2.625 -4.780
O -3.123 -6.667 -1.284
P 0.441 1.059 1.638
C -0.271 -4.604 -0.986
H -2.341 2.235 -4.913
C 1.169 2.696 2.076
H 1.612 0.402 5.626
C 0.090 -3.328 -0.551
C -1.579 -5.017 -0.893
C -0.892 -2.440 -0.001
N 0.664 2.624 -3.360
H 0.662 3.606 -3.604
C -2.568 -4.172 -0.367
H -0.996 -0.164 3.177
P -1.680 2.397 -2.003
H -3.586 -4.528 -0.317
O -0.299 -0.637 -2.662
C 2.760 1.850 3.665
N 0.115 1.142 4.406
C 1.837 0.000 2.250
O -2.464 3.629 -2.210
N 2.293 0.386 3.628
H 3.202 1.998 4.651
H 1.507 -1.039 2.267
O -2.669 1.117 -1.886
N -1.945 -6.345 -1.343
C -2.232 -2.923 0.071
H 3.513 1.957 2.887

***

No. 3
43
Properties=species:S:1:pos:R:3 method="wB97M-V/def2-TZVPD" lumo_ev=0.9 largest_force_ev_per_a=0.61 de_lowest_kcal_mol=43.48 gap_ev=9.22
H 4.496 -2.074 3.384
H -4.036 -0.152 -0.206
H 3.419 0.163 3.626
H 0.036 -2.230 -0.491
H -4.413 2.732 0.269
O -4.074 1.082 1.462
N -2.777 1.529 -1.381
H -0.241 0.426 -1.043
C 2.762 -0.691 1.783
H -1.836 2.986 -0.152
C 1.880 -1.106 -0.436
C -0.783 0.214 -1.964
H 1.593 -1.477 3.399
H -1.735 1.299 0.401
C 0.808 -1.793 0.122
H -5.598 0.634 0.133
H 5.367 -1.502 1.962
C -3.602 2.250 0.839
H -0.323 -0.343 -3.995
C 0.215 -0.092 -3.077
H -3.482 2.148 -1.773
H 0.590 -2.147 -2.467
C 0.719 -1.918 1.499
C -2.390 2.033 -0.074
H 0.823 0.793 -3.272
C 2.851 -0.566 0.408
H 3.678 -0.041 -0.044
C 3.844 -0.140 2.668
H 4.295 0.737 2.200
H -0.122 -2.447 1.923
H -3.314 2.908 1.663
C 1.680 -1.374 2.327
H 5.710 -0.801 3.548
C 4.925 -1.196 2.907
C -4.710 0.177 0.589
C 1.158 -1.255 -2.747
O 2.116 -0.915 -1.767
H -5.012 -0.671 1.200
C -1.674 1.404 -2.319
H -2.107 1.239 -3.310
H -1.059 2.321 -2.363
H 1.751 -1.494 -3.637
H -1.427 -0.651 -1.791

***

No. 4
44
Properties=species:S:1:pos:R:3 method="wB97M-V/def2-TZVPD" lumo_ev=0.8 largest_force_ev_per_a=0.76 de_lowest_kcal_mol=166.41 gap_ev=9.10
H 0.487 -2.056 -2.757
H -0.063 1.470 -1.462
H 1.602 0.994 0.339
C 1.035 0.182 -0.109
H 0.181 -3.332 -0.217
H 1.819 5.319 1.245
H -1.143 -3.353 -4.199
H 0.831 -0.565 0.654
H -1.187 2.200 3.495
H -0.683 -4.340 0.947
C 1.229 3.387 1.797
O -0.637 0.536 2.391
H -1.362 -2.794 0.435
H 4.008 2.706 0.106
H -2.809 -2.171 -3.189
C -1.715 -1.283 -1.655
C -1.543 -4.391 -1.027
C -2.455 -2.426 -2.182
H -1.903 -0.218 1.053
C -0.278 1.678 3.154
N -1.738 -3.677 -2.267
H 1.156 -3.596 -2.198
C 0.631 -3.103 -3.011
H 3.552 2.140 1.736
C 0.571 2.620 2.444
O -1.038 1.480 0.271
H -0.549 -4.846 -3.462
H -1.009 -5.313 -1.270
H 5.087 3.014 1.493
O 3.465 4.192 1.444
H 0.259 1.283 4.022
C 2.109 4.280 1.058
C 4.048 2.942 1.178
H 1.250 -3.165 -3.903
H -3.334 -2.588 -1.545
H 1.618 -0.273 -0.907
H -2.389 1.382 1.723
C -1.543 0.776 1.357
H -2.537 -4.672 -0.654
C -0.278 0.730 -0.680
C -0.720 -3.778 -3.282
C -0.802 -3.664 0.103
C -1.057 -0.362 -1.254
H 2.002 4.066 -0.020

***

No. 5
45
Properties=species:S:1:pos:R:3 method="wB97M-V/def2-TZVPD" lumo_ev=0.9 largest_force_ev_per_a=0.53 de_lowest_kcal_mol=23.07 gap_ev=8.76
O 2.481 -2.605 -0.074
C 2.071 -1.823 1.022
O 0.176 -0.545 0.328
H 0.052 -2.563 0.784
H 4.958 1.068 -0.172
C -3.489 -0.397 0.747
H 4.376 2.793 2.245
H 1.289 -1.739 -1.546
C -6.162 0.555 0.217
H 2.536 -0.830 1.016
C -3.782 0.665 -0.095
C -2.179 -0.827 0.913
N 2.482 0.427 -1.511
C 3.277 1.629 -1.459
H -1.992 -1.657 1.577
H 3.660 -0.861 -2.610
C 2.330 -2.027 -1.360
H 2.584 2.472 -1.519
H 4.574 2.804 -0.171
C -1.436 0.866 -0.612
O 3.301 1.604 0.936
H -2.967 2.117 -1.426
H -6.717 -0.476 -1.590
C -1.144 -0.202 0.238
H 3.940 1.656 -2.330
H 3.239 1.607 2.941
H -4.264 -0.910 1.296
H -6.958 1.299 0.118
H -6.022 0.343 1.284
H 1.862 0.406 -0.707
C 4.131 1.797 -0.188
C 3.235 -0.812 -1.601
H 4.797 1.061 2.261
C -6.546 -0.713 -0.542
H 4.073 -0.877 -0.887
H -5.752 -1.454 -0.485
H 2.598 -2.840 -2.038
O -5.023 1.191 -0.322
H -0.624 1.342 -1.137
H 0.280 -1.461 2.175
H -7.455 -1.133 -0.121
C 3.971 1.777 2.154
C -2.733 1.291 -0.774
C 0.550 -1.645 1.126
H 2.423 -2.375 1.898

***

No. 6
50
Properties=species:S:1:pos:R:3 method="wB97M-V/def2-TZVPD" multiplicity=5 s2=6.0287 lumo_ev="-2.4 / -5.2" largest_force_ev_per_a=0.29 total_charge=+1 de_lowest_kcal_mol=0.36 gap_ev="8.15 / 5.80"
C -4.207 -2.095 1.001
C -2.044 1.644 1.093
H 4.931 -1.386 -2.993
S 4.099 3.567 2.369
H -1.888 2.694 0.860
C -1.442 -1.659 1.250
H -2.421 -0.018 3.996
H 0.544 0.803 -4.165
S 0.540 3.281 3.388
S 0.238 -0.094 -1.996
H -3.250 2.123 4.227
H -2.969 1.268 0.665
H -5.271 -2.272 0.923
C 2.387 1.394 -3.183
C -1.956 -2.579 0.330
H -4.186 1.600 2.800
H -1.193 1.055 0.766
H 0.344 2.019 -2.915
S 3.297 0.008 -3.912
S 2.935 -1.561 -0.584
C 4.198 -0.390 -1.221
H 2.731 1.604 -2.172
H -4.408 -0.698 2.602
C 4.575 -0.400 -2.690
C 0.895 1.113 -3.179
C -3.309 2.144 3.142
C -2.350 -0.951 2.058
H -3.682 -3.501 -0.533
H -3.354 3.173 2.794
C -3.715 -1.201 1.937
H -0.820 -0.030 3.233
H 2.832 -2.339 -2.828
H 5.093 -0.632 -0.645
H 0.692 -1.819 -3.574
C 0.766 -1.753 -2.489
C 2.113 -2.320 -2.015
S 1.306 2.525 0.358
H 3.895 0.609 -0.907
H 1.960 -3.351 -1.698
H 2.569 2.292 -3.773
Pd 1.321 0.140 0.142
Sb 2.338 1.986 2.467
H 5.420 0.281 -2.803
N -2.095 1.506 2.576
C -1.888 0.072 3.051
H -1.258 -3.164 -0.254
S 0.312 -1.581 1.452
H -0.035 -2.362 -2.071
C -3.317 -2.782 0.188
H -1.274 2.036 2.931

***

No. 7
60
Properties=species:S:1:pos:R:3 method="wB97M-V/def2-TZVPD" lumo_ev=-4.2 largest_force_ev_per_a=2.88 total_charge=+1 de_lowest_kcal_mol=0.00 gap_ev=7.26
H 2.346 -3.364 -4.580
C 0.565 5.261 7.141
C -2.214 -2.127 -0.874
Br 1.917 -1.976 -2.552
C -4.833 1.063 3.688
H 1.644 5.234 7.036
F -3.016 -2.925 -2.890
H 1.981 -3.487 -9.899
H -2.372 -3.003 2.025
H 0.166 7.364 7.174
C -0.051 6.500 6.550
Br -3.075 0.229 3.557
F -2.162 -4.386 -1.593
C 3.927 -1.879 -4.608
O -1.141 -2.353 3.558
H -5.712 2.820 4.536
H -5.530 0.287 3.984
H -5.070 1.397 2.680
C -1.360 -3.141 2.407
C 0.498 3.673 2.903
C -0.240 -2.761 1.414
C 3.025 -2.855 -3.903
Br 4.769 -0.879 -10.186
H 0.504 3.537 3.985
Br 3.716 -3.779 -8.174
H -1.125 -0.415 0.849
P -0.740 -1.591 0.187
H 4.683 -2.410 -5.183
Br 0.994 0.909 2.963
Br -0.123 3.641 6.304
H 3.609 -3.590 -3.354
H 0.797 4.692 2.670
F -3.198 -2.575 -0.094
Br 0.707 6.924 4.810
O 0.625 -1.167 -0.642
F -2.634 -0.977 -1.437
H 3.067 -2.056 -11.529
C 3.653 -2.393 -10.678
C 1.340 2.667 2.178
H -1.975 -2.214 4.022
Br -4.782 1.637 6.490
H 1.113 2.610 1.118
Br -1.346 3.507 2.312
H 4.320 -3.189 -10.991
H 4.412 -1.183 -3.931
C 0.541 0.144 -0.874
N 0.363 1.269 -1.030
C 2.748 -2.801 -9.547
H 0.540 -2.261 2.000
Br 2.947 -0.819 -5.902
H 2.279 -1.954 -9.057
H 0.302 5.171 8.192
H -1.123 6.412 6.413
F -0.894 -2.993 -2.685
H 2.404 2.850 2.306
H -3.937 2.864 4.500
C -4.806 2.228 4.640
H 0.249 -3.641 0.990
C -2.023 -3.150 -2.041
H -1.230 -4.190 2.677

***

No. 8
47
Properties=species:S:1:pos:R:3 method="wB97M-V/def2-TZVPD" multiplicity=4 s2=3.7863 lumo_ev="4.7 / 4.7" largest_force_ev_per_a=4.66 total_charge=-2 gap_ev="4.51 / 4.51"
O -3.637 -3.466 -0.491
H 0.348 -3.879 -1.821
H -3.626 1.955 3.442
H -0.400 -0.188 5.316
H -4.588 -3.289 -0.570
H 1.935 -3.842 -2.616
C 3.631 -1.284 -1.461
C 1.201 -1.936 -2.050
H 3.624 -2.118 -0.745
C -0.368 1.146 -3.499
C -3.035 1.479 4.242
C -0.766 1.281 2.304
H -0.213 2.156 -3.101
C -0.200 0.896 5.299
C 1.325 -3.391 -1.819
C -0.485 0.588 1.293
H -1.936 1.238 -0.599
Si -1.206 1.802 3.990
H -3.274 0.403 4.232
C 2.250 -0.996 -1.947
H -1.519 -2.737 -2.443
H -2.034 -1.174 -3.085
H 0.884 1.029 5.153
H 1.814 -3.608 -0.863
C 0.435 0.134 -2.790
H 3.310 1.483 -3.260
H -1.000 -2.226 -4.079
C 1.769 0.276 -2.381
H -1.442 0.930 -3.450
H -1.073 4.078 4.935
O -1.594 0.426 -1.001
C 0.030 -1.246 -2.521
C -1.193 -1.880 -3.048
Cl -0.898 -2.461 0.630
H 3.128 1.695 -1.509
H 4.074 -0.411 -0.962
H 0.278 3.784 3.798
C -0.796 3.624 3.976
H -3.357 1.897 5.207
H -0.074 1.165 -4.563
H 1.934 2.394 -2.613
H -1.345 4.127 3.165
Cl 1.853 -0.550 1.007
Tc -0.179 -0.567 -0.255
C 2.580 1.528 -2.443
H 4.295 -1.565 -2.292
H -0.462 1.304 6.289

***

No. 9
50
Properties=species:S:1:pos:R:3 method="wB97M-V/def2-TZVPD" multiplicity=2 s2=0.7842 lumo_ev="-7.0 / -6.3" largest_force_ev_per_a=2.02 total_charge=+2 de_lowest_kcal_mol=14.86 gap_ev="6.78 / 7.42"
C 0.968 3.737 -1.602
C 0.896 -3.784 -0.167
N 1.052 1.716 2.341
Cl -0.631 -1.253 3.509
C 2.431 -1.731 -0.003
C -2.784 -1.703 -2.548
H -3.054 -1.571 -3.581
H 1.343 6.643 -3.309
H 1.031 4.224 -3.681
H 1.324 3.963 1.672
H 1.965 -1.331 -0.912
H 0.496 -3.435 -1.124
H 2.952 -3.674 -0.716
N -0.030 -3.338 0.910
C 1.250 5.972 -2.467
H -4.438 -3.127 0.828
C 0.711 2.176 1.115
C 1.077 4.612 -2.673
H 2.123 -1.522 2.020
C 2.304 -3.249 0.050
H 1.430 7.532 -1.000
H -4.236 -3.135 -1.972
H 0.343 -3.641 1.807
H 0.833 2.680 -1.774
N 1.007 3.440 0.867
H 0.642 0.871 2.694
H 0.939 -4.874 -0.214
H 2.676 -3.603 1.018
H -1.119 -0.357 -2.057
H 1.243 6.001 0.914
N -1.885 -1.653 -0.501
C 1.037 4.244 -0.312
H 1.393 2.361 3.040
N -3.438 -2.574 -1.715
S -0.058 1.164 -0.033
C 1.201 5.611 -0.097
N 1.773 -1.085 1.171
H -1.842 0.385 2.298
C -2.883 -2.532 -0.489
C 1.305 6.472 -1.173
C -1.660 -0.681 2.186
C -3.393 -3.375 0.630
C -1.823 -1.128 -1.787
H -0.908 -3.832 0.798
H 2.085 -0.120 1.219
H -2.834 -3.220 1.548
H -3.356 -4.432 0.363
Cr -0.330 -1.182 0.709
H 3.489 -1.469 -0.041
H -2.615 -1.193 2.241

***

Copy entry 8 word for word.
47
Properties=species:S:1:pos:R:3 method="wB97M-V/def2-TZVPD" multiplicity=4 s2=3.7863 lumo_ev="4.7 / 4.7" largest_force_ev_per_a=4.66 total_charge=-2 gap_ev="4.51 / 4.51"
O -3.637 -3.466 -0.491
H 0.348 -3.879 -1.821
H -3.626 1.955 3.442
H -0.400 -0.188 5.316
H -4.588 -3.289 -0.570
H 1.935 -3.842 -2.616
C 3.631 -1.284 -1.461
C 1.201 -1.936 -2.050
H 3.624 -2.118 -0.745
C -0.368 1.146 -3.499
C -3.035 1.479 4.242
C -0.766 1.281 2.304
H -0.213 2.156 -3.101
C -0.200 0.896 5.299
C 1.325 -3.391 -1.819
C -0.485 0.588 1.293
H -1.936 1.238 -0.599
Si -1.206 1.802 3.990
H -3.274 0.403 4.232
C 2.250 -0.996 -1.947
H -1.519 -2.737 -2.443
H -2.034 -1.174 -3.085
H 0.884 1.029 5.153
H 1.814 -3.608 -0.863
C 0.435 0.134 -2.790
H 3.310 1.483 -3.260
H -1.000 -2.226 -4.079
C 1.769 0.276 -2.381
H -1.442 0.930 -3.450
H -1.073 4.078 4.935
O -1.594 0.426 -1.001
C 0.030 -1.246 -2.521
C -1.193 -1.880 -3.048
Cl -0.898 -2.461 0.630
H 3.128 1.695 -1.509
H 4.074 -0.411 -0.962
H 0.278 3.784 3.798
C -0.796 3.624 3.976
H -3.357 1.897 5.207
H -0.074 1.165 -4.563
H 1.934 2.394 -2.613
H -1.345 4.127 3.165
Cl 1.853 -0.550 1.007
Tc -0.179 -0.567 -0.255
C 2.580 1.528 -2.443
H 4.295 -1.565 -2.292
H -0.462 1.304 6.289